Entry 1:
Computed, not measured: a cluster of 2 separate species, C4H10NOS in total, with the ωB97M-V functional and the def2-TZVPD basis.

Element x y z (Å)
H  -2.999896  1.439660  0.036097
H  1.466085  -2.081633  2.335872
H  3.298058  -1.738254  0.934274
O  2.190720  -1.231046  -0.665686
C  -1.314508  1.460854  -1.410865
S  -1.327386  -0.202713  0.695974
H  0.709179  0.855341  -0.853677
H  0.435288  2.633485  -0.689137
H  0.273335  -1.388421  1.239152
C  2.292632  -1.494456  0.524522
N  1.281372  -1.653212  1.431868
C  0.205586  1.685192  -1.327347
H  0.600572  1.896992  -2.332201
H  -1.861179  2.248288  -1.960120
H  -1.532195  0.488386  -1.913825
H  -1.456427  2.193528  0.644213
C  -1.882045  1.367895  0.001388

Cartesian forces (eV/Å) of the 2 atoms listed first:
H 0.835 -0.014 -0.156
H 0.240 0.434 -0.517

Calculated values
2S+1: 1
E_LUMO: 3.803 eV
HOMO-LUMO gap: 6.388 eV
net charge: -1
HOMO level: -2.59 eV

Atomic partial charges in e from the Löwdin method, atoms 1 to 6: 0.04, 0.08, 0.10, -0.04, -0.41, 0.28



Entry 2:
Computed, not measured: the ion C4H10NOS with charge +1, with the ωB97M-V functional and the def2-TZVPD basis.

Element x y z (Å)
H  -2.203693  -0.022210  0.205725
O  0.991319  0.143259  1.953268
H  -1.518407  1.309957  1.258028
C  0.844838  0.862724  -1.080127
C  1.146177  -0.486689  -0.588697
H  1.093426  0.901974  -2.096065
C  -0.674790  1.140557  -1.002361
H  1.467020  1.624816  -0.577646
C  -1.272805  0.600596  0.327211
H  -1.262222  0.789749  -1.823187
H  0.875281  -1.225049  -1.467950
H  2.144067  -0.754453  -0.150773
N  -0.148396  -2.202087  1.338635
H  0.124212  -2.155258  2.355339
H  -1.080562  -2.436390  1.362158
H  -0.682316  2.332036  -0.963731
S  0.156851  -0.423531  0.950173

Cartesian forces (eV/Å) of the 2 atoms listed first:
H 1.165 0.302 0.057
O -0.158 0.541 0.735

Calculated values
2S+1: 1
E_LUMO: -3.878 eV
HOMO-LUMO gap: 11.847 eV
SMILES: [NH2+]=S1(=O)CCCC1
net charge: +1
HOMO level: -15.73 eV

Atomic partial charges in e from the Löwdin method, atoms 1 to 6: 0.12, -0.28, 0.16, -0.27, -0.23, 0.11



Entry 3:
Computed, not measured: the ion C4H10NOS with charge +2, with the ωB97M-V functional and the def2-TZVPD basis.

Element x y z (Å)
H  -0.701997  -1.776064  0.945132
C  0.336495  0.559762  -0.217849
C  0.781224  -0.399987  -1.404605
S  -0.600302  -0.564558  -2.651645
H  1.646864  -0.036589  -1.936312
H  -1.439887  -0.503544  1.882768
H  -0.589045  -1.910655  -2.672190
C  0.535768  -0.133413  1.156169
H  -0.318812  -1.582033  2.397867
H  1.578709  1.310848  2.678839
H  -0.588798  1.119484  -0.384124
C  0.656598  1.100455  2.102260
H  1.006544  -1.435741  -1.082371
O  -0.398400  1.617372  2.342738
N  -0.570080  -0.975963  1.599472
H  1.130994  1.296118  -0.319160
H  1.505796  -0.657842  1.177574

Cartesian forces (eV/Å) of the 2 atoms listed first:
H -0.718 0.984 -0.137
C 1.405 -1.054 -1.072

Calculated values
2S+1: 2
E_LUMO (spin up / spin down): -7.982 / -12.841 eV
HOMO-LUMO gap (spin up / spin down): 10.300 / 5.429 eV
net charge: +2
HOMO level (spin up / spin down): -18.28 / -18.27 eV

Atomic partial charges in e from the Löwdin method, atoms 1 to 6: 0.20, -0.16, -0.37, 1.19, 0.10, 0.20



Entry 4:
Computed, not measured: a cluster of 3 separate species, C4H10NOS2 in total, with the ωB97M-V functional and the def2-TZVPD basis.

Element x y z (Å)
H  -0.576939  0.115731  2.392366
H  0.563669  -1.254924  0.000089
H  -2.367541  -1.020428  -0.182180
H  2.780867  -0.420361  0.885092
H  2.126489  -0.924340  2.504422
N  -1.994112  1.056519  -0.334419
H  -1.274312  1.642964  -0.110298
C  -1.872669  -0.117611  0.061469
H  2.477911  -2.123807  1.339042
C  0.773744  -1.113087  1.022106
H  -2.514332  2.074985  -2.339208
S  -2.411649  2.433688  -3.697183
C  2.152172  -1.156150  1.467358
H  0.080508  -1.754487  1.599452
C  0.163747  0.164800  1.624783
O  -2.896007  1.618959  -1.120636
H  -1.808937  1.354611  -4.137168
S  0.542994  1.657105  1.168643

Cartesian forces (eV/Å) of the 2 atoms listed first:
H -0.579 -0.726 0.514
H -0.022 -0.002 -1.598

Calculated values
2S+1: 3
E_LUMO (spin up / spin down): 3.590 / 1.923 eV
HOMO-LUMO gap (spin up / spin down): 5.038 / 5.621 eV
net charge: -1
HOMO level (spin up / spin down): -1.45 / -3.70 eV

Atomic partial charges in e from the Löwdin method, atoms 1 to 6: 0.01, 0.07, 0.07, 0.09, 0.06, -0.16



Entry 5:
Computed, not measured: the ion C4H10NOS2 with charge +1, with the ωB97M-V functional and the def2-TZVPD basis.

Element x y z (Å)
H  -2.797502  0.487997  0.188761
H  -0.692875  1.705945  0.787491
H  3.767922  -0.405346  2.558183
S  2.075125  -0.782203  0.866463
C  -1.842799  -0.988603  -1.154274
H  -1.187287  1.673205  -2.007308
C  -0.649785  0.653727  0.475316
H  2.790838  1.028341  2.411667
H  -2.445891  2.254208  -1.092207
H  -0.734069  0.160045  1.442858
H  -0.830325  -1.247320  -1.501479
S  0.965954  0.368147  -0.337173
H  -2.639439  1.073813  -2.236552
H  2.074159  -0.259428  3.169063
N  -2.027528  1.414121  -1.486465
O  -2.854348  -1.612082  -1.258029
C  2.759379  -0.066027  2.341756
C  -1.869078  0.370333  -0.361366

Cartesian forces (eV/Å) of the 2 atoms listed first:
H -0.053 -0.364 0.156
H 0.087 0.034 -0.193

Calculated values
2S+1: 1
E_LUMO: -4.159 eV
HOMO-LUMO gap: 8.184 eV
SMILES: CSSC[C@@H]([NH3+])C=O
net charge: +1
HOMO level: -12.34 eV

Atomic partial charges in e from the Löwdin method, atoms 1 to 6: 0.16, 0.09, 0.05, 0.48, -0.20, 0.17



Entry 6:
Computed, not measured: an isolated molecule of C4H10NP, with the ωB97M-V functional and the def2-TZVPD basis.

Element x y z (Å)
H  1.833555  -1.812885  -0.720841
H  -0.515231  0.612753  2.617119
H  -2.864412  0.127222  -1.286902
C  0.280237  0.365053  1.910666
C  -1.763458  -0.203776  -1.229404
H  -1.156843  1.643652  0.028507
C  -0.831602  0.895174  -0.774203
H  2.472292  -0.772123  0.571933
C  1.935053  -0.817877  -0.337845
H  2.145298  -0.066351  -1.059849
N  -1.361275  -1.220206  -0.176565
H  -0.338528  1.301681  -1.586471
H  1.033451  -0.288073  2.341712
H  -1.524997  -0.779156  -2.226067
P  -0.151573  -0.335945  0.347682
H  0.808033  1.350857  1.580528

Cartesian forces (eV/Å) of the 2 atoms listed first:
H 0.126 -0.397 -0.308
H 0.004 -0.192 -0.224

Calculated values
2S+1: 1
E_LUMO: 0.698 eV
HOMO-LUMO gap: 8.523 eV
net charge: 0
HOMO level: -7.83 eV

Atomic partial charges in e from the Löwdin method, atoms 1 to 6: 0.00, 0.05, 0.10, -0.24, -0.37, 0.10



Entry 7:
Computed, not measured: a cluster of 2 separate species, C4H10NS in total, with the ωB97M-V functional and the def2-TZVPD basis.

Element x y z (Å)
H  -1.418351  -0.940718  -0.011042
H  -0.844370  -1.385751  -2.381971
H  -1.602698  0.785572  -3.409992
C  -0.464491  -0.590705  -0.397516
H  1.875303  0.809195  2.299964
H  3.288993  -0.197209  2.944495
H  0.535874  -0.009530  3.950374
S  0.030925  0.953829  0.428149
H  0.271886  -1.375172  -0.156742
C  -1.560933  0.666709  -2.314328
H  -2.579699  0.471545  -1.942181
N  1.551817  -0.337735  4.024218
C  2.226493  0.114395  3.022783
H  0.443068  -0.142322  -2.256200
C  -0.570968  -0.434579  -1.921402
H  -1.182846  1.612476  -1.878607

Cartesian forces (eV/Å) of the 2 atoms listed first:
H -0.317 -0.051 0.114
H 0.000 -0.176 -0.122

Calculated values
2S+1: 1
E_LUMO: 4.156 eV
HOMO-LUMO gap: 6.659 eV
net charge: -1
HOMO level: -2.50 eV

Atomic partial charges in e from the Löwdin method, atoms 1 to 6: 0.03, 0.08, 0.05, -0.77, -0.06, 0.05



Energy relative to the best compared isomer or geometry (same formula, charge and spin)
In order: 113.7; 350.2; 72.9; 461.2; 68.2; 259.3; 53.9
Unit: kJ/mol
F_max
In order: 2.2; 5.3; 3.0; 5.0; 2.5; 4.6; 2.3
Unit: eV/A